(1)
146
Properties=species:S:1:pos:R:3 method="wB97M-V/def2-TZVPD" total_charge=-2 homo_lumo_gap_ev=2.3 lumo_ev=2.432
Sr -3.48 0.79 1.88
S -2.96 3.89 -0.15
O -1.89 4.08 -1.08
O -2.99 4.84 0.94
O -3.87 4.30 -1.20
O -3.19 2.51 0.31
O -6.46 -1.44 -0.78
C -6.51 -0.83 0.41
O -5.49 -0.27 0.77
O -7.54 -0.96 1.10
H -5.56 -1.25 -1.03
C -0.90 -2.49 1.12
F -2.03 -2.88 1.75
F -0.05 -2.01 1.99
F -0.30 -3.55 0.53
S -1.27 -1.02 -0.18
O -0.35 -1.23 -1.29
O -2.64 -1.17 -0.52
N -1.19 0.39 0.89
S 0.15 1.05 0.68
O 1.15 0.02 0.64
O 0.13 2.03 -0.41
C 0.28 1.93 2.39
F -0.83 2.69 2.54
F 0.41 1.08 3.42
F 1.38 2.73 2.41
C -1.83 -3.32 -5.47
C -1.02 -3.82 -4.26
C -0.81 -5.42 -4.56
C 0.37 -5.83 -5.50
C 1.72 -5.16 -4.99
C 1.51 -3.58 -4.85
N 0.31 -3.25 -4.12
O 0.27 -1.91 -3.78
C 2.76 -3.00 -4.01
C 1.68 -2.97 -6.30
C -1.81 -3.65 -3.00
H -2.17 -4.12 -6.13
H -1.20 -2.64 -6.05
H -2.59 -2.57 -5.25
H -0.76 -6.01 -3.65
H -1.71 -5.86 -4.99
H 0.05 -5.40 -6.45
H 0.50 -6.91 -5.39
H 2.35 -5.29 -5.87
H 1.96 -5.63 -4.04
H 2.41 -2.89 -2.98
H 3.60 -3.68 -4.20
H 3.06 -2.02 -4.37
H 0.77 -3.06 -6.89
H 1.85 -1.90 -6.44
H 2.25 -3.55 -7.02
H -1.97 -2.59 -2.82
H -1.22 -4.07 -2.19
H -2.68 -4.30 -2.87
H 0.18 -1.97 -2.82
C 4.61 3.08 2.62
C 4.77 3.15 4.16
C 3.77 4.28 4.61
C 3.44 4.43 6.12
C 2.92 3.07 6.55
C 3.87 1.90 6.21
N 4.25 1.93 4.75
O 4.78 0.72 4.31
C 5.05 1.93 7.16
C 3.09 0.68 6.64
C 6.23 3.74 4.49
H 5.37 2.34 2.39
H 4.68 4.06 2.14
H 3.67 2.71 2.19
H 4.26 5.16 4.18
H 2.81 4.28 4.10
H 2.64 5.17 6.16
H 4.26 4.81 6.73
H 2.03 2.81 5.99
H 2.65 3.24 7.60
H 5.64 2.84 7.05
H 4.70 1.95 8.20
H 5.75 1.10 7.17
H 2.78 0.70 7.69
H 2.23 0.60 5.97
H 3.66 -0.24 6.57
H 6.80 2.87 4.81
H 6.11 4.44 5.32
H 6.76 4.29 3.72
H 4.10 0.40 3.71
C 1.76 5.43 -3.83
S 0.82 6.24 -2.39
O -0.67 5.78 -2.49
C 1.46 5.22 -0.95
H 2.80 5.72 -3.72
H 1.39 5.78 -4.79
H 1.55 4.37 -3.67
H 1.59 5.77 -0.01
H 2.41 4.94 -1.40
H 0.79 4.36 -1.00
C 1.23 1.44 -3.46
S -0.48 1.85 -3.90
O -0.86 3.23 -3.32
C -0.56 2.28 -5.70
H 1.45 1.31 -2.40
H 1.83 2.23 -3.92
H 1.42 0.45 -3.87
H -1.57 2.41 -6.11
H -0.28 1.34 -6.18
H -0.10 3.20 -6.04
C -4.60 -5.18 2.79
S -6.30 -5.23 1.87
O -7.23 -4.14 2.44
C -5.62 -4.32 0.40
H -3.89 -5.86 2.32
H -4.73 -5.65 3.76
H -4.26 -4.15 2.88
H -6.44 -3.74 -0.03
H -5.10 -4.91 -0.36
H -4.91 -3.55 0.71
C -5.68 1.77 -2.07
S -4.58 1.90 -3.57
O -3.40 2.75 -3.22
C -3.92 0.15 -3.65
H -5.10 1.36 -1.24
H -6.61 1.20 -2.17
H -6.13 2.76 -1.92
H -3.46 -0.23 -2.73
H -3.22 0.00 -4.47
H -4.74 -0.57 -3.70
C 0.67 -7.32 0.03
C -0.05 -7.14 1.36
O 0.75 -7.86 2.22
C 1.49 -8.75 1.58
O 2.14 -9.63 2.11
O 1.48 -8.41 0.35
H 1.18 -6.39 -0.22
H -0.17 -7.51 -0.65
H -1.09 -7.46 1.28
H 0.07 -6.09 1.62
C -0.18 5.26 4.31
C -0.92 5.71 3.06
O -0.35 6.88 2.82
C 0.70 7.12 3.53
O 1.36 8.12 3.44
O 0.93 5.94 4.20
H -0.10 4.17 4.35
H -0.79 5.50 5.18
H -1.99 5.89 3.16
H -0.67 5.01 2.27

(2)
130
Properties=species:S:1:pos:R:3 method="wB97M-V/def2-TZVPD" total_charge=+1 homo_lumo_gap_ev=8.9 lumo_ev=-2.625
C 2.69 -7.71 -0.91
C 2.10 -6.52 -0.98
C 2.67 -5.22 -0.39
I 4.19 -5.72 1.06
C 1.50 -4.59 0.42
N 1.50 -3.09 0.29
P 0.42 -2.45 1.53
O 0.06 -1.05 1.39
O -0.84 -3.39 1.62
O 1.29 -2.77 2.81
C 1.28 -2.54 -1.18
C 1.90 -1.13 -1.13
C 1.19 0.01 -1.89
C 0.53 1.09 -0.99
C 1.03 2.48 -1.41
N 2.40 2.64 -0.92
C -0.24 -2.54 -1.41
C -0.69 -2.62 -2.88
C -2.13 -2.11 -3.06
C -2.40 -1.81 -4.54
C -1.80 -0.46 -4.94
O -2.48 0.17 -6.00
C -2.31 -0.46 -7.26
C 1.97 -3.61 -2.08
C 2.35 -3.27 -3.55
C 2.78 -1.88 -4.02
C 3.32 -2.01 -5.45
C 3.80 -0.66 -5.96
S 4.45 -0.79 -7.62
O 4.81 -2.15 -7.85
O 5.44 0.21 -7.83
Cl 2.79 -0.41 -8.74
N 3.10 -4.32 -1.46
C 4.33 -3.52 -1.30
C 5.60 -4.27 -1.76
C 6.42 -3.52 -2.83
N 7.81 -3.39 -2.39
H 3.76 -7.82 -1.05
H 2.14 -8.62 -0.68
H 1.17 -6.41 -1.54
H 1.59 -4.83 1.47
H 0.55 -5.02 0.09
H 2.45 -2.79 0.55
H -1.64 -2.86 1.45
H 0.72 -2.90 3.58
H 2.00 -0.79 -0.10
H 2.92 -1.18 -1.49
H 1.95 0.53 -2.46
H 0.46 -0.33 -2.61
H -0.55 1.06 -1.11
H 0.83 0.96 0.05
H 1.03 2.57 -2.49
H 0.35 3.22 -0.97
H 2.91 3.33 -1.44
H 2.41 2.88 0.07
H -0.66 -3.43 -0.94
H -0.69 -1.64 -0.98
H -0.69 -3.66 -3.22
H -0.04 -2.05 -3.54
H -2.80 -2.90 -2.72
H -2.29 -1.21 -2.46
H -3.47 -1.83 -4.74
H -1.89 -2.60 -5.11
H -1.82 0.23 -4.09
H -0.74 -0.59 -5.23
H -1.55 -1.25 -7.21
H -2.02 0.29 -7.99
H -3.26 -0.90 -7.58
H 1.22 -4.40 -2.20
H 3.15 -3.97 -3.80
H 1.52 -3.57 -4.20
H 1.90 -1.23 -4.09
H 3.56 -1.40 -3.43
H 2.58 -2.45 -6.12
H 4.19 -2.67 -5.41
H 3.03 0.11 -5.91
H 4.66 -0.31 -5.38
H 4.27 -2.63 -1.92
H 4.47 -3.14 -0.28
H 5.30 -5.25 -2.11
H 6.24 -4.45 -0.90
H 5.97 -2.56 -3.10
H 6.46 -4.15 -3.72
H 7.86 -2.88 -1.52
H 8.34 -2.86 -3.08
C -4.77 -1.23 6.19
C -3.85 -0.70 7.26
O -2.47 -1.06 7.01
C -1.85 -0.33 6.10
O -2.31 0.59 5.48
O -0.60 -0.79 5.96
C 0.16 -0.12 4.96
H -4.64 -2.30 6.07
H -5.81 -1.02 6.45
H -4.56 -0.75 5.23
H -4.08 -1.14 8.22
H -3.93 0.38 7.36
H 0.16 0.96 5.12
H -0.23 -0.35 3.97
H 1.18 -0.49 5.05
C -3.99 4.68 6.35
C -3.76 3.59 5.33
O -4.99 2.94 4.96
C -5.74 3.60 4.09
O -5.47 4.66 3.58
O -6.86 2.90 3.88
C -7.80 3.54 3.01
H -4.53 4.29 7.21
H -3.03 5.09 6.68
H -4.58 5.50 5.93
H -3.14 2.80 5.75
H -3.26 3.97 4.44
H -7.33 3.83 2.07
H -8.23 4.41 3.50
H -8.58 2.81 2.82
C -0.50 10.58 3.96
C -0.39 9.16 4.48
O -1.68 8.59 4.73
C -2.34 8.16 3.65
O -1.93 8.18 2.51
O -3.52 7.69 4.04
C -4.37 7.24 2.97
H -1.10 11.19 4.64
H 0.49 11.03 3.87
H -0.98 10.61 2.98
H 0.12 9.14 5.44
H 0.17 8.53 3.79
H -3.86 6.53 2.34
H -4.71 8.10 2.39
H -5.22 6.77 3.44

(3)
135
Properties=species:S:1:pos:R:3 method="wB97M-V/def2-TZVPD" homo_lumo_gap_ev=7.0 lumo_ev=-0.978 smiles="CCOCCOC[C@@H](COCOCCO)O[C@@H](CCC(F)(F)C(F)(F)C(F)(F)C(F)(F)F)CO[C@@H](CC=O)CCF.CN(C)P(=O)(N(C)C)N(C)C.CN(C)P(=O)(N(C)C)N(C)C"
C -4.25 -7.85 3.73
C -2.74 -7.31 3.32
O -2.40 -5.98 3.85
C -2.70 -4.91 2.88
C -3.21 -3.55 3.66
O -2.20 -2.49 3.76
C -2.07 -1.71 2.52
C -3.32 -0.62 2.29
C -2.71 0.85 2.71
O -2.07 1.54 1.58
C -2.71 2.86 1.41
O -2.41 3.51 0.13
C -1.07 3.17 -0.38
C 0.17 3.66 0.62
O 1.16 2.56 0.78
O -3.72 -0.76 0.89
C -5.12 -0.37 0.66
C -5.36 -0.50 -0.99
C -4.63 -1.81 -1.66
C -5.59 -2.64 -2.74
F -6.86 -3.12 -2.13
F -6.00 -1.66 -3.81
C -4.72 -3.80 -3.50
F -5.60 -4.57 -4.47
F -3.59 -3.19 -4.29
C -4.03 -4.92 -2.52
F -2.78 -4.43 -1.84
F -3.55 -6.03 -3.43
C -5.06 -5.64 -1.46
F -4.34 -6.87 -0.95
F -5.38 -4.84 -0.26
F -6.31 -6.19 -2.11
C -6.22 -1.44 1.32
O -6.84 -0.68 2.46
C -7.80 -1.53 3.19
C -7.65 -1.40 4.84
C -7.42 0.15 5.36
O -7.77 0.45 6.62
C -9.38 -1.16 2.86
C -9.57 0.15 1.89
F -10.97 0.28 1.32
H -4.90 -7.99 2.76
H -4.19 -8.92 4.23
H -4.84 -7.11 4.43
H -1.98 -8.09 3.78
H -2.67 -7.39 2.14
H -1.84 -4.71 2.10
H -3.64 -5.29 2.25
H -4.18 -3.18 3.12
H -3.46 -3.90 4.77
H -1.01 -1.19 2.39
H -2.14 -2.48 1.61
H -4.13 -0.91 3.08
H -3.56 1.49 3.24
H -1.88 0.70 3.55
H -3.88 2.66 1.43
H -2.46 3.51 2.36
H -0.96 2.04 -0.73
H -0.92 3.81 -1.37
H 0.76 4.54 0.09
H -0.21 4.08 1.66
H 0.68 1.70 1.04
H -5.35 0.75 0.94
H -5.05 0.50 -1.56
H -6.53 -0.62 -1.22
H -4.29 -2.60 -0.86
H -3.69 -1.39 -2.26
H -5.70 -2.45 1.68
H -7.11 -1.69 0.59
H -7.63 -2.63 2.83
H -6.75 -2.07 5.22
H -8.63 -1.80 5.39
H -6.97 1.01 4.71
H -9.96 -0.93 3.87
H -9.94 -2.06 2.35
H -9.36 1.12 2.54
H -8.86 0.10 0.95
C 5.11 3.09 -4.10
N 3.86 3.47 -3.47
C 2.76 2.67 -4.04
P 3.38 5.02 -2.88
O 2.58 4.37 -1.73
N 4.61 5.58 -1.79
C 6.00 5.16 -1.83
C 4.24 5.76 -0.38
N 4.29 5.78 -4.21
C 4.49 7.24 -4.02
C 3.59 5.68 -5.50
H 5.22 3.47 -5.12
H 5.20 1.99 -4.16
H 5.99 3.38 -3.53
H 2.43 3.07 -5.00
H 1.90 2.66 -3.37
H 3.05 1.63 -4.18
H 6.12 4.13 -1.50
H 6.62 5.79 -1.19
H 6.44 5.28 -2.83
H 4.20 4.79 0.15
H 3.26 6.25 -0.29
H 4.95 6.41 0.14
H 3.53 7.75 -3.89
H 5.01 7.68 -4.87
H 5.12 7.47 -3.15
H 2.56 6.05 -5.43
H 3.55 4.66 -5.88
H 4.11 6.25 -6.28
C 6.35 0.72 1.20
N 6.34 0.47 -0.24
C 4.95 0.35 -0.69
P 7.48 -0.40 -1.20
O 7.25 0.57 -2.39
N 9.05 0.27 -0.88
C 9.43 0.95 0.35
C 9.75 0.93 -2.00
N 7.74 -1.51 0.17
C 8.94 -2.36 0.00
C 6.63 -2.47 0.33
H 6.13 -0.17 1.79
H 5.62 1.48 1.47
H 7.30 1.13 1.55
H 4.54 -0.64 -0.49
H 4.87 0.53 -1.77
H 4.29 1.09 -0.22
H 8.96 1.94 0.42
H 10.51 1.10 0.40
H 9.19 0.36 1.23
H 9.35 1.94 -2.17
H 9.65 0.35 -2.92
H 10.82 1.01 -1.81
H 8.89 -2.93 -0.94
H 9.04 -3.07 0.83
H 9.87 -1.80 0.00
H 6.42 -2.99 -0.62
H 5.71 -2.00 0.66
H 6.86 -3.22 1.09